Entry 1:
Density functional theory data (ωB97M-V/def2-TZVPD) for the molecule C18H20FN3OS.

Last columns: bonded neighbours and bond lengths (Å).
Geometry (Å):
1 H -1.59919 2.71859 0.23887  C10 1.091
2 C 0.39383 2.03780 -0.24526  C10 1.542, N30 1.453, H37 1.095, C43 1.531
3 H -3.27840 -3.92439 -3.04350  C40 1.094
4 H -0.29880 3.68556 0.96579  C10 1.091
5 H 1.02707 2.65513 3.05422  C19 1.074
6 C 2.54598 -0.34746 2.33599  C21 1.405, H24 1.071, N38 1.317
7 O -1.88855 -2.53459 -3.71246  C40 1.409, C41 1.355
8 C 0.37659 -1.55241 -0.33976  C11 1.392, C29 1.399, C39 1.456
9 H 3.58957 1.22314 0.39223  C14 1.093
10 C -0.62311 2.67197 0.72454  H1 1.091, C2 1.542, H4 1.091, C34 1.495
11 C -0.93203 -2.01111 -0.21301  C8 1.392, F26 1.354, C31 1.382
12 C -0.03230 1.06597 4.03875  C19 1.354, S32 1.719, H36 1.071
13 C -1.63137 0.87972 2.19305  H28 1.072, S32 1.719, C34 1.359
14 C 2.56966 0.94320 0.11548  H9 1.093, H15 1.102, C21 1.496, N30 1.455
15 H 2.57457 0.63880 -0.94330  C14 1.102
16 H 2.18059 2.95590 0.09362  N30 1.014
17 H -3.86106 -2.23707 -3.13598  C40 1.094
18 H -3.55292 -3.15924 -4.62761  C40 1.089
19 C 0.21345 1.95404 3.04665  H5 1.074, C12 1.354, C34 1.420
20 C 0.10913 -1.80948 -2.73527  C29 1.375, H35 1.078, C41 1.398
21 C 2.13641 -0.18114 1.00280  C6 1.405, C14 1.496, C39 1.392
22 N 1.09439 -1.83334 1.99860  N38 1.324, C39 1.358, H44 1.008
23 H -0.63945 2.58761 -2.07104  C43 1.087
24 H 3.27323 0.22565 2.87470  C6 1.071
25 H -2.73305 -2.68515 -1.09503  C31 1.078
26 F -1.48210 -2.14382 1.01671  C11 1.354
27 H 0.54340 3.78040 -1.52226  C43 1.089
28 H -2.44376 0.57892 1.56137  C13 1.072
29 C 0.87751 -1.47945 -1.64372  C8 1.399, C20 1.375, H42 1.078
30 N 1.71466 2.09557 0.35805  C2 1.453, C14 1.455, H16 1.014
31 C -1.72875 -2.34704 -1.29125  C11 1.382, H25 1.078, C41 1.390
32 S -1.39624 0.07732 3.69548  C12 1.719, C13 1.719
33 H 1.08276 2.27665 -2.28316  C43 1.089
34 C -0.71031 1.85502 1.97308  C10 1.495, C13 1.359, C19 1.420
35 H 0.50990 -1.74936 -3.73411  C20 1.078
36 H 0.50719 0.91313 4.95155  C12 1.071
37 H 0.12519 0.98317 -0.36326  C2 1.095
38 N 1.91759 -1.34925 2.91585  C6 1.317, N22 1.324
39 C 1.17952 -1.17491 0.81432  C8 1.456, C21 1.392, N22 1.358
40 C -3.21815 -2.98763 -3.60615  H3 1.094, O7 1.409, H17 1.094, H18 1.089
41 C -1.21103 -2.24012 -2.57674  O7 1.355, C20 1.398, C31 1.390
42 H 1.90122 -1.17568 -1.79063  C29 1.078
43 C 0.34040 2.71473 -1.61784  C2 1.531, H23 1.087, H27 1.089, H33 1.089
44 H 0.47676 -2.59539 2.22965  N22 1.008

Results
* multiplicity: 1
* gap between HOMO and LUMO: 8.653 eV
* structure (SMILES): COc1ccc(-c2[nH]ncc2CN[C@H](C)Cc2ccsc2)c(F)c1
* F_max: 0.831 eV Å⁻¹

***

Entry 2:
Density functional theory data (ωB97M-V/def2-TZVPD) for a cluster of 2 separate species, C7H16O in total in a non-equilibrium geometry.

Last columns: bonded neighbours and bond lengths (Å).
Geometry (Å):
1 H -1.08170 2.39543 -2.57320  C22 1.071
2 C 0.15314 0.13901 0.60023  H8 1.187, C14 1.502, C15 1.588, H16 1.097
3 H 0.19309 3.31150 -0.45769  C4 1.133
4 C -0.17467 2.24634 -0.57531  H3 1.133, H10 1.128, C14 1.613, C22 1.507
5 H 1.85482 -1.63911 2.45135  C6 1.066
6 C 0.98785 -1.90121 1.88887  H5 1.066, H9 1.064, C15 1.490, H24 1.133
7 H 0.12037 1.25296 -2.37794  C22 1.043
8 H -0.79727 0.07405 -0.10868  C2 1.187
9 H 1.15565 -2.93115 1.68284  C6 1.064
10 H -1.06545 2.10751 0.10234  C4 1.128
11 H -1.38475 0.88812 -1.62936  C22 1.088
12 C 1.57767 -1.63766 -0.52933  C15 1.317, H18 1.105, H23 1.189
13 H -3.06789 -1.43971 1.03513  O19 0.980
14 C 0.95688 1.28422 0.05335  C2 1.502, C4 1.613, H17 1.122, H21 1.069
15 C 0.96318 -1.22617 0.56081  C2 1.588, C6 1.490, C12 1.317
16 H -0.21664 0.26111 1.62531  C2 1.097
17 H 1.38288 1.85640 0.91970  C14 1.122
18 H 1.44150 -1.11651 -1.49460  C12 1.105
19 O -3.45576 -1.22166 0.16193  H13 0.980, H20 0.920
20 H -2.70538 -1.19485 -0.36994  O19 0.920
21 H 1.65815 1.12728 -0.73828  C14 1.069
22 C -0.68620 1.68452 -1.87714  H1 1.071, C4 1.507, H7 1.043, H11 1.088
23 H 2.14666 -2.63804 -0.82601  C12 1.189
24 H 0.04387 -1.68238 2.47563  C6 1.133

Results
* multiplicity: 2
* net charge: -1
* gap between HOMO and LUMO (spin up / spin down): 2.736 / 9.522 eV
* F_max: 4.058 eV Å⁻¹